(1)
Below is a structure of composition C18H13BrGaN4O3S6, with properties calculated with ωB97M-V/def2-TZVPD.

Values from the calculation:
**2S+1**: 1
**Energy relative to the best compared isomer or geometry (same formula, charge and spin)**: 51.6 kJ/mol
**Charge**: -1
**Total energy**: -218415.829 eV
**Orbital gap**: 7.19 eV

Element x y z (Å)
C 2.641 -0.124 -1.722
H -2.676 -3.972 1.640
H 1.849 -1.393 3.028
H 1.878 -0.580 4.625
S -0.796 2.012 3.952
S 0.840 -0.346 0.715
N -0.913 1.756 -2.990
C 1.394 -1.339 4.014
N -2.315 -1.240 -0.241
N 0.111 1.169 -2.316
O -0.991 -4.493 -0.111
S -1.775 -0.805 -3.250
C 2.416 1.280 -1.664
Br -3.545 1.207 -0.495
C -4.059 -0.895 1.348
S 0.163 2.538 1.281
S -0.372 -0.942 3.826
O 1.720 -0.984 -2.072
C 4.939 0.270 -1.045
H -3.619 0.860 -4.342
H 1.173 2.899 -2.427
H -2.958 2.437 -4.127
C -2.128 -2.466 0.249
C -3.264 -0.497 0.286
H 5.916 -0.121 -0.787
C -3.847 -2.161 1.867
C 1.179 1.853 -2.120
C -1.800 0.930 -3.439
C -0.453 3.215 2.752
C -1.028 -3.308 -0.392
H -4.801 -0.224 1.754
N -2.817 1.442 -4.190
H 1.433 -2.309 4.505
O -0.253 -2.708 -1.225
S -0.660 4.823 3.003
H 3.276 3.202 -1.249
C 3.465 2.135 -1.298
H -4.427 -2.507 2.712
C -0.289 0.616 3.020
H 5.507 2.327 -0.708
C 4.712 1.648 -0.986
C 3.933 -0.593 -1.410
C 0.145 0.834 1.754
Ga -0.118 -0.812 -1.578
H 4.093 -1.663 -1.438
C -2.881 -2.971 1.294



(2)
Below is a structure of composition C18H13Cl3N4O8ReS2, with properties calculated with ωB97M-V/def2-TZVPD.

Values from the calculation:
**2S+1**: 2
**Energy relative to the best compared isomer or geometry (same formula, charge and spin)**: 6.4 kJ/mol
**Charge**: 0
**Total energy**: -102579.242 eV
**Orbital gap (spin up / spin down)**: 6.48 / 6.89 eV

Element x y z (Å)
O 4.548 0.005 1.022
C -0.060 -0.494 -3.027
H 1.448 0.351 -5.666
C -0.063 -0.300 -1.657
C -0.587 -1.924 1.536
H -0.645 -5.590 -0.611
O 2.202 0.132 0.729
N -3.860 4.937 1.391
C -0.315 5.561 1.375
C -2.887 4.325 1.361
O -0.250 -0.847 -5.698
N -0.208 6.704 1.402
C -0.839 -2.622 -1.082
C -1.684 3.540 1.295
H -0.936 -2.882 -2.125
H -3.096 -4.696 -1.650
H 2.005 -0.087 4.799
H -0.370 -1.434 -3.454
H -1.187 -3.903 2.015
Re 0.281 1.028 1.041
O -2.195 -5.020 -1.757
Cl 3.356 0.189 1.771
O 3.288 1.463 2.415
C -0.986 -3.205 1.213
C 0.352 0.531 -3.862
C -1.125 -3.574 -0.115
C 0.718 1.863 -1.916
O 3.116 -0.880 2.692
Cl 1.078 0.970 6.671
S -1.836 1.848 1.152
N -0.330 -1.003 0.597
C -0.438 -1.357 -0.695
C 0.397 0.359 -5.353
C -0.451 4.131 1.310
C 0.996 0.170 5.113
H 1.083 2.565 -3.883
O 0.012 2.187 4.210
C -1.538 -4.972 -0.507
C 0.379 1.065 4.037
N 0.312 0.870 -1.108
H -0.461 -1.601 2.558
H -0.216 -0.962 -6.652
H -0.081 1.225 -5.823
S 0.983 3.201 1.240
Cl 0.101 -1.374 5.242
C 0.749 1.728 -3.284
H -2.142 -5.412 0.292
O 0.372 0.412 2.873
H 1.011 2.780 -1.427



(3)
Below is an isolated molecule of C18H13ClN2O2S, with properties calculated with ωB97M-V/def2-TZVPD.

Values from the calculation:
**SMILES string**: C#CCOC(=O)Nc1ccc(C)c(-c2nc3cc(Cl)ccc3s2)c1
**2S+1**: 1
**Energy relative to the best compared isomer or geometry (same formula, charge and spin)**: 85.4 kJ/mol
**Charge**: 0
**Total energy**: -49306.355 eV
**Orbital gap**: 8.48 eV

Element x y z (Å)
C -1.195 0.181 1.284
H -3.762 -0.338 2.590
C 0.473 -0.801 3.456
C 4.503 -2.182 -0.649
H -0.424 2.970 -2.833
H 8.158 -2.253 -0.360
H 4.020 -3.055 -1.111
H -3.721 2.465 -5.105
H -3.342 0.765 4.013
H 1.134 -1.202 4.294
C -1.920 2.690 -4.152
C 0.901 -0.832 2.144
C 0.174 -0.394 1.063
C 5.967 -2.202 -0.668
C -1.285 2.463 -2.993
C -3.215 2.072 -4.269
C -3.772 1.204 -3.264
H 4.133 -1.362 -1.306
Cl -1.364 3.972 -5.116
C -3.075 1.213 -2.010
S -3.453 0.385 -0.523
O 3.992 -2.130 0.697
H -4.759 0.805 -3.262
N -1.068 1.345 -0.808
C 7.132 -2.296 -0.539
O 1.746 -2.322 -0.124
H 0.533 -0.385 0.031
C -0.852 -0.279 3.699
N 2.141 -1.328 1.847
C -1.758 1.668 -1.927
C -1.685 0.267 2.646
H -3.545 1.359 2.262
H 2.832 -1.460 2.654
C 2.632 -1.881 0.700
C -1.778 0.702 0.028
C -3.184 0.475 2.946
H -1.316 -0.298 4.661



(4)
Below is a structure of composition C18H13CuN3O2S2, with properties calculated with ωB97M-V/def2-TZVPD.

Values from the calculation:
**2S+1**: 1
**Charge**: -1
**Total energy**: -93753.974 eV
**Orbital gap**: 5.38 eV

Element x y z (Å)
H 0.819 1.953 -1.054
H -0.023 4.192 -0.550
H 3.291 -1.106 -0.074
C -2.521 2.414 0.913
S -3.566 -1.867 4.407
H -0.001 1.987 -3.787
C -0.863 0.920 -0.137
C 4.048 -0.211 -1.881
C -0.378 0.972 -3.933
H 2.115 1.023 -4.372
C -0.133 2.069 -0.550
C 1.712 -0.495 -1.363
H 0.876 -1.885 -0.077
Cu -2.771 -1.025 2.534
H -1.463 0.980 -3.885
H 4.475 0.772 -3.736
O -2.836 0.067 0.817
C -2.248 -3.623 5.945
C 1.367 0.083 -2.595
S -0.695 -2.062 2.517
C 2.370 0.556 -3.431
H -2.110 4.480 0.739
C 0.036 -3.794 4.434
C -2.159 -2.844 4.746
C 3.046 -0.653 -1.028
H -3.425 2.526 1.496
C -2.142 1.074 0.546
N 0.902 -4.471 4.784
C -1.016 -2.931 3.996
N 0.710 -0.975 -0.489
C -1.789 3.475 0.490
C -0.588 3.316 -0.261
C 3.703 0.406 -3.070
H -0.060 0.596 -4.909
C -0.411 -0.394 -0.080
H 5.086 -0.334 -1.605
H -1.051 -1.073 0.475
N -2.353 -4.236 6.916
O 0.049 0.118 -2.888



(5)
Below is an isolated molecule of C18H13F2N3OS, with properties calculated with ωB97M-V/def2-TZVPD.

Values from the calculation:
**SMILES string**: Nc1nc(-c2ccc(C(F)F)o2)nc2sc(Cc3ccccc3)cc12
**2S+1**: 1
**Energy relative to the best compared isomer or geometry (same formula, charge and spin)**: 238.3 kJ/mol
**Charge**: 0
**Total energy**: -41662.419 eV
**Orbital gap**: 7.99 eV

Element x y z (Å)
H -6.872 -3.514 1.338
C 5.765 0.349 0.962
F 7.703 2.676 -0.977
C -1.955 -0.611 -0.710
C -6.020 -2.811 1.299
C -4.970 -1.093 2.517
C -4.296 -1.563 0.186
C 0.619 1.934 -1.388
N 1.936 1.949 -1.223
C 6.065 1.134 -0.115
C -0.091 0.801 -1.072
C 3.894 0.940 -0.115
H -4.982 -0.389 3.341
H -5.423 -3.085 -0.756
H -2.238 1.307 -1.716
H 0.676 3.224 -2.639
C 4.347 0.155 0.958
C 2.463 0.877 -0.588
C -1.556 0.689 -1.135
C -3.339 -1.327 -1.036
H -3.867 -0.731 -1.628
F 7.835 0.456 -1.515
C 7.504 1.397 -0.528
H 0.319 3.895 -1.237
H 3.878 -0.515 1.708
N 0.053 3.106 -1.809
C -5.823 -2.065 2.483
C -4.202 -0.816 1.395
C -5.277 -2.525 0.139
N 1.740 -0.220 -0.088
O 4.989 1.634 -0.682
C 0.534 -0.310 -0.477
S -0.663 -1.555 -0.093
H 6.412 -0.200 1.660
H -3.105 -2.225 -1.594
H -3.610 0.076 1.466
H 8.140 1.203 0.408
H -6.587 -2.247 3.262



(6)
Below is an isolated molecule of C18H13F2NO5S2, with properties calculated with ωB97M-V/def2-TZVPD.

Values from the calculation:
**SMILES string**: O=S(=O)(c1ccccc1)N(c1cc(F)c(O)c(F)c1)S(=O)(=O)c1ccccc1
**2S+1**: 1
**Charge**: 0
**Total energy**: -57705.877 eV
**Orbital gap**: 8.83 eV

Element x y z (Å)
C -2.472 -2.881 2.198
O -2.844 1.783 0.687
C -1.056 0.080 -3.310
O 1.105 0.590 3.004
O -1.204 1.385 3.299
H 1.295 2.877 -0.315
H 0.914 -1.394 0.390
H -1.024 -0.944 -3.701
C 0.886 0.748 0.094
C -0.928 -1.120 2.527
S -0.312 0.560 2.509
C -2.158 -1.577 1.935
C 1.516 -0.501 0.023
F 3.138 -2.052 -0.600
C 3.481 0.256 -1.021
C 1.623 1.851 -0.453
H -2.930 -0.974 1.542
C 2.885 1.614 -0.952
C -0.590 2.407 -3.728
C -1.687 -3.857 2.907
F 3.646 2.629 -1.399
O -1.035 3.394 0.719
C -0.524 -3.381 3.437
H -1.836 -4.949 3.139
H -0.458 0.823 -5.138
C -0.699 1.063 -4.134
C -0.172 -1.992 3.302
C -1.450 0.390 -2.032
C 2.769 -0.818 -0.529
C -1.281 1.721 -1.544
S -1.460 2.072 0.290
H 4.646 -0.946 -1.953
H -3.430 -3.260 1.882
H -0.712 3.697 -2.043
H 0.088 -4.067 3.994
H 0.688 -1.668 3.927
N -0.293 0.947 0.855
H -0.310 3.236 -4.396
C -0.753 2.676 -2.371
O 4.637 0.019 -1.680
H -1.699 -0.440 -1.360



(7)
Below is an isolated molecule of C18H13FN2O4, with properties calculated with ωB97M-V/def2-TZVPD.

Values from the calculation:
**SMILES string**: O=C(O)CNc1ccc2ccc(C(=O)c3ccc(F)c(O)c3)nc2c1
**2S+1**: 1
**Energy relative to the best compared isomer or geometry (same formula, charge and spin)**: 158.0 kJ/mol
**Charge**: 0
**Total energy**: -32762.970 eV
**Orbital gap**: 7.78 eV

Element x y z (Å)
H 1.990 -3.145 1.003
C -1.625 -2.620 -1.640
C -0.979 -0.966 0.079
O 3.590 -6.567 0.334
H -3.685 1.584 -1.163
N -1.061 0.277 0.617
C -0.249 5.743 0.595
C 1.042 5.416 0.555
H 0.228 7.571 0.362
H 1.364 -5.748 -0.382
H -3.473 -0.623 -2.231
H 4.428 -6.805 0.687
H 0.976 2.124 0.793
C -2.822 0.893 -0.864
C -1.248 4.791 0.750
C -2.722 -0.437 -1.478
O -0.573 7.003 0.333
C 0.217 -3.027 -0.093
F 1.928 6.323 0.371
C -0.714 -3.452 -1.052
H 2.214 -4.435 -1.318
H -2.242 -2.900 -2.492
N 1.295 -3.706 0.459
C -1.788 -1.391 -1.046
C 3.379 -5.218 0.308
C 0.513 3.181 0.872
C 1.446 4.164 0.648
C 1.951 -4.841 -0.310
C -2.024 2.449 0.922
H 0.720 -1.400 1.260
H -0.628 -4.518 -1.414
O -3.131 2.878 1.202
C -2.003 1.142 0.255
H -2.179 5.168 0.409
C -0.891 3.470 0.936
O 4.202 -4.448 0.686
H 2.522 3.881 0.562
C 0.032 -1.810 0.486



(8)
Below is a structure of composition C18H13FN2OsSSe4Te, with properties calculated with ωB97M-V/def2-TZVPD.

Values from the calculation:
**2S+1**: 5
**Charge**: 0
**Total energy**: -306554.296 eV
**Orbital gap (spin up / spin down)**: 5.35 / 5.32 eV

Element x y z (Å)
Se -1.226 -3.110 1.229
H 1.864 1.008 4.693
H 1.158 1.454 -2.792
C 3.012 2.622 3.777
C 0.499 0.632 -3.029
H 0.739 0.893 -5.167
H -4.175 2.540 -2.506
H 4.147 4.038 2.653
C 3.423 2.392 1.423
C -1.313 -1.362 -3.692
Se 3.443 1.605 -0.933
Os 0.217 0.350 -0.016
F -0.898 -0.928 -5.962
H -2.022 -2.132 -3.979
C 2.641 1.167 1.406
C -1.036 -1.084 -2.358
C 0.256 0.344 -4.366
C -0.124 -0.082 -1.997
H 1.570 -0.277 2.640
C -3.224 4.778 -0.143
C -0.648 -0.649 -4.667
C -4.035 4.143 -1.077
H -1.303 4.796 0.832
H -1.885 1.703 -2.074
Te -2.455 -1.416 2.553
N 2.483 0.586 0.198
C -3.549 3.040 -1.772
H 3.121 3.163 4.712
Se -1.790 0.682 1.466
H -1.544 -1.656 -1.594
C -1.447 3.198 -0.592
C 2.098 0.661 2.629
N 3.949 2.786 0.279
H -5.040 4.508 -1.265
C 2.276 1.384 3.765
C -1.937 4.308 0.098
H -3.596 5.639 0.404
S 0.212 2.643 -0.261
C -2.261 2.567 -1.534
C 3.583 3.115 2.654
Se 0.669 -2.020 0.513



> Look up the total energy of the sixth one.

-57705.877 eV



> The highest total energy belongs to which entry?

C18H13FN2O4